[1]
# Cl6F2Hf2I5

A structure of composition Cl6F2Hf2I5 in a non-equilibrium geometry (the ωB97M-V functional and the def2-TZVPD basis, the OMol25 dataset).

The geometry in ORCA input format:
```
! RIJCOSX wB97M-V def2-TZVPD def2/J DEFGRID3
* xyz -5 1
Hf -2.23 0.71 2.90
Hf 2.05 1.05 -2.15
I -2.34 0.31 -3.25
I 2.15 3.29 -0.86
I -1.95 -3.65 -0.35
I 1.38 -2.59 2.73
I 1.95 -2.91 -2.79
Cl 0.80 0.24 -4.19
Cl 0.38 -0.03 -0.72
Cl -1.12 0.24 5.21
Cl 3.81 -0.26 -0.95
Cl -2.58 -0.32 0.94
Cl -4.42 0.36 3.48
F -1.42 2.13 3.07
F 3.53 1.44 -3.08
*
```

- E_LUMO (eV) = 8.470

=====

[2]
# ClF3NO2PS

An isolated molecule of ClF3NO2PS in a non-equilibrium geometry (the ωB97M-V functional and the def2-TZVPD basis, the OMol25 dataset).

The geometry in ORCA input format:
```
! RIJCOSX wB97M-V def2-TZVPD def2/J DEFGRID3
* xyz 0 3
N 1.40 1.66 0.46
O 0.11 -0.53 0.99
O 0.35 -0.02 -1.33
F -2.21 -0.26 0.96
F -1.31 -1.39 -0.87
F -1.50 1.29 -0.38
P -0.95 -0.17 0.03
S 1.32 0.37 -0.14
Cl 2.79 -0.94 0.26
*
```

- ⟨S²⟩ = 2.01
- E_LUMO (spin up / spin down) (eV) = -0.274 / -4.295

=====

[3]
# ClFH4Si2

An isolated molecule of ClFH4Si2 in a non-equilibrium geometry (the ωB97M-V functional and the def2-TZVPD basis, the OMol25 dataset).

The geometry in ORCA input format:
```
! RIJCOSX wB97M-V def2-TZVPD def2/J DEFGRID3
* xyz 0 1
F -2.33 -0.08 -0.15
Si -0.92 0.60 0.04
Si 0.83 -0.71 -0.02
Cl 2.50 0.38 -0.09
H -1.25 1.29 1.27
H -0.69 1.50 -0.98
H 0.77 -1.45 1.27
H 1.09 -1.53 -1.33
*
```

- energy above the lowest of the compared OMol25 structures with the same formula, charge and spin (kcal per mole) = 0.0
- structure (SMILES) = F[SiH2][SiH2]Cl
- E_LUMO (eV) = 0.016

=====

[4]
# ClFO3S

An isolated molecule of ClFO3S in a non-equilibrium geometry (the ωB97M-V functional and the def2-TZVPD basis, the OMol25 dataset).

The geometry in ORCA input format:
```
! RIJCOSX wB97M-V def2-TZVPD def2/J DEFGRID3
* xyz 0 1
O 1.98 0.90 0.64
O -0.11 0.23 -0.64
O -2.94 0.60 0.15
F 1.40 -1.46 0.30
S 1.47 0.08 -0.40
Cl -1.79 -0.35 -0.05
*
```

- energy above the lowest of the compared OMol25 structures with the same formula, charge and spin (kcal per mole) = 18.8
- E_LUMO (spin up / spin down) (eV) = -3.008 / -3.009

=====

[5]
# ClFeH12O6

A structure of composition ClFeH12O6 in a non-equilibrium geometry (the ωB97M-V functional and the def2-TZVPD basis, the OMol25 dataset).

The geometry in ORCA input format:
```
! RIJCOSX wB97M-V def2-TZVPD def2/J DEFGRID3
* xyz 1 5
Fe 2.06 2.23 -0.87
Cl 0.00 0.61 -0.58
O -0.80 0.78 -3.94
H -0.62 0.57 -3.02
H -1.45 0.13 -4.21
O -0.28 -0.19 2.69
H -0.44 -0.37 1.76
H -0.26 -1.06 3.09
O -1.55 2.04 2.26
H -1.26 1.13 2.36
H -1.47 2.21 1.32
O 1.52 -2.35 -0.98
H 1.12 -1.48 -0.98
H 1.18 -2.77 -1.78
O 2.46 1.95 1.13
H 2.35 1.01 1.25
H 2.50 2.30 2.02
O -1.65 -2.42 -0.15
H -2.06 -2.78 -0.94
H -1.35 -1.55 -0.41
*
```

- ⟨S²⟩ = 6.01
- energy above the lowest of the compared OMol25 structures with the same formula, charge and spin (kcal per mole) = 126.2
- E_LUMO (spin up / spin down) (eV) = -7.825 / -8.228

=====

[6]
# ClH12O8V

A structure of composition ClH12O8V in a non-equilibrium geometry (the ωB97M-V functional and the def2-TZVPD basis, the OMol25 dataset).

The geometry in ORCA input format:
```
! RIJCOSX wB97M-V def2-TZVPD def2/J DEFGRID3
* xyz -1 2
O -1.75 0.50 -3.28
V -2.53 0.06 -2.01
O -2.65 -1.51 -2.06
Cl -0.58 0.46 -0.32
O -1.00 -1.17 2.47
H -1.08 -0.47 1.81
H -1.31 -0.77 3.28
O 1.96 -0.16 1.98
H 1.01 -0.25 1.98
H 2.26 -0.86 1.39
O -3.01 1.91 1.65
H -2.38 1.98 0.93
H -3.57 1.18 1.40
O 2.61 1.91 -0.07
H 3.30 1.25 0.00
H 1.84 1.50 0.32
O 1.16 -2.24 -0.17
H 0.57 -1.51 -0.36
H 2.04 -1.89 -0.36
O 1.24 0.31 -3.02
H 0.84 0.31 -2.16
H 1.04 -0.55 -3.39
*
```

- ⟨S²⟩ = 0.76
- E_LUMO (spin up / spin down) (eV) = 2.419 / 2.218

=====

[7]
# ClH14O7

A structure of composition ClH14O7 in a non-equilibrium geometry (the ωB97M-V functional and the def2-TZVPD basis, the OMol25 dataset).

The geometry in ORCA input format:
```
! RIJCOSX wB97M-V def2-TZVPD def2/J DEFGRID3
* xyz -1 1
Cl 16.09 13.78 16.48
O 17.81 15.40 17.28
H 17.09 14.78 17.16
H 18.30 15.06 18.03
O 14.62 13.17 14.62
H 13.95 13.72 15.01
H 15.40 13.33 15.16
O 18.29 13.79 15.34
H 17.50 13.78 15.88
H 18.05 14.31 14.57
O 16.32 15.83 15.19
H 16.74 15.60 14.37
H 16.41 15.05 15.74
O 15.06 14.47 18.72
H 15.41 14.17 17.88
H 15.81 14.86 19.17
O 13.67 12.74 16.85
H 13.26 13.38 16.26
H 14.53 13.11 17.05
O 17.12 12.02 18.05
H 16.32 11.49 18.09
H 16.81 12.88 17.76
*
```

- energy above the lowest of the compared OMol25 structures with the same formula, charge and spin (kcal per mole) = 203.8
- E_LUMO (eV) = 3.663

=====

[8]
# ClH16O12

A cluster of 9 separate species, ClH16O12 in total in a non-equilibrium geometry (the ωB97M-V functional and the def2-TZVPD basis, the OMol25 dataset).

The geometry in ORCA input format:
```
! RIJCOSX wB97M-V def2-TZVPD def2/J DEFGRID3
* xyz -1 1
Cl 30.75 -18.38 -5.46
O 32.16 -17.99 -5.44
O 30.03 -17.75 -6.61
O 30.56 -19.90 -5.62
O 30.15 -17.93 -4.15
O 26.77 -17.72 -8.20
H 26.90 -17.97 -9.09
H 27.54 -18.10 -7.79
O 32.22 -15.22 -5.87
H 32.17 -16.14 -6.05
H 32.58 -14.75 -6.60
O 30.27 -15.25 -3.23
H 30.46 -14.67 -3.98
H 30.59 -16.12 -3.51
O 29.40 -19.88 -2.39
H 29.39 -19.27 -3.17
H 30.21 -19.67 -1.93
O 28.38 -16.98 -1.88
H 29.23 -17.43 -1.64
H 28.61 -16.35 -2.56
O 28.28 -15.99 -5.32
H 28.41 -16.96 -5.20
H 29.08 -15.70 -4.86
O 29.76 -15.16 -7.64
H 30.20 -15.89 -7.28
H 29.06 -15.02 -6.98
O 28.52 -19.88 -7.68
H 29.42 -19.90 -7.33
H 28.61 -19.97 -8.65
*
```

- energy above the lowest of the compared OMol25 structures with the same formula, charge and spin (kcal per mole) = 26.2
- E_LUMO (eV) = 2.993

=====

[9]
# ClH16O12

A cluster of 9 separate species, ClH16O12 in total in a non-equilibrium geometry (the ωB97M-V functional and the def2-TZVPD basis, the OMol25 dataset).

The geometry in ORCA input format:
```
! RIJCOSX wB97M-V def2-TZVPD def2/J DEFGRID3
* xyz -1 1
Cl -0.23 0.17 0.40
O -1.39 -0.69 0.26
O -0.04 0.92 -0.81
O -0.39 1.07 1.51
O 0.94 -0.66 0.62
O -0.40 3.40 3.33
H -0.60 2.56 2.89
H 0.36 3.74 2.84
O 0.85 0.71 -3.63
H 0.24 0.47 -2.92
H 0.68 1.65 -3.77
O 3.23 -1.29 2.44
H 2.45 -0.98 1.96
H 3.63 -0.49 2.78
O -2.68 -0.66 -3.14
H -2.14 -0.90 -2.38
H -3.48 -0.29 -2.76
O 1.02 -2.24 -2.47
H 1.48 -1.51 -2.89
H 1.25 -2.17 -1.54
O -3.56 0.72 1.86
H -3.03 0.97 2.62
H -2.91 0.40 1.22
O 2.75 1.70 1.88
H 1.85 1.48 1.63
H 3.25 1.61 1.06
O -1.19 -3.60 -1.02
H -0.52 -3.20 -1.58
H -1.40 -2.90 -0.38
*
```

- energy above the lowest of the compared OMol25 structures with the same formula, charge and spin (kcal per mole) = 0.0
- E_LUMO (eV) = 2.866

=====

[10]
# ClH18O9

A cluster of 10 separate species, ClH18O9 in total (the ωB97M-V functional and the def2-TZVPD basis, the OMol25 dataset).

The geometry in ORCA input format:
```
! RIJCOSX wB97M-V def2-TZVPD def2/J DEFGRID3
* xyz -1 1
Cl 27.11 22.18 -21.28
O 24.53 20.19 -20.79
H 25.25 20.80 -21.03
H 24.19 19.87 -21.64
O 27.19 19.67 -19.13
H 27.33 20.62 -19.23
H 26.50 19.46 -19.78
O 27.18 18.91 -22.59
H 27.93 18.53 -22.13
H 27.37 19.86 -22.60
O 28.77 23.74 -18.25
H 28.47 23.20 -17.51
H 28.43 23.29 -19.04
O 25.41 21.44 -23.96
H 25.66 21.62 -23.03
H 25.29 22.32 -24.34
O 30.29 20.87 -21.01
H 29.54 21.46 -20.83
H 30.90 21.02 -20.29
O 29.02 22.28 -24.20
H 28.57 22.51 -23.38
H 28.58 21.47 -24.48
O 26.34 24.44 -23.55
H 26.63 23.81 -22.86
H 27.06 25.08 -23.61
O 28.50 25.16 -21.06
H 29.37 24.88 -21.35
H 27.96 24.34 -21.08
*
```

- energy above the lowest of the compared OMol25 structures with the same formula, charge and spin (kcal per mole) = 2.8
- E_LUMO (eV) = 3.027

=====

[11]
# ClH2N2O

A cluster of 4 separate species, ClH2N2O in total in a non-equilibrium geometry (the ωB97M-V functional and the def2-TZVPD basis, the OMol25 dataset).

The geometry in ORCA input format:
```
! RIJCOSX wB97M-V def2-TZVPD def2/J DEFGRID3
* xyz -1 1
N 0.26 -0.94 -0.36
N -0.42 -0.85 -1.25
O -0.90 1.51 -1.32
Cl 0.22 -1.00 2.74
H 0.38 -0.71 1.55
H 0.46 1.99 -1.36
*
```

- energy above the lowest of the compared OMol25 structures with the same formula, charge and spin (kcal per mole) = 115.7
- E_LUMO (eV) = 4.105

=====

[12]
# ClH2N3O2

A cluster of 3 separate species, ClH2N3O2 in total in a non-equilibrium geometry (the ωB97M-V functional and the def2-TZVPD basis, the OMol25 dataset).

The geometry in ORCA input format:
```
! RIJCOSX wB97M-V def2-TZVPD def2/J DEFGRID3
* xyz -2 1
N -0.26 0.51 0.41
N -0.38 -0.68 0.06
N 0.82 2.35 -1.43
O 0.33 -1.25 -0.81
O 0.31 3.35 -1.83
Cl -6.49 -3.70 -9.85
H 0.32 1.13 -0.23
H -1.08 -1.20 0.46
*
```

- energy above the lowest of the compared OMol25 structures with the same formula, charge and spin (kcal per mole) = 18.2
- E_LUMO (spin up / spin down) (eV) = 5.554 / 5.546